{"formula": "C2H7N4O", "method": "ωB97M-V/def2-TZVPD", "symbols": ["C", "C", "N", "N", "N", "N", "O", "H", "H", "H", "H", "H", "H", "H"], "xyz": [[1.231531, 0.838410, -0.341267], [-0.162758, 0.457597, -0.418659], [-1.938921, -0.383098, -1.565366], [-0.692066, -0.234837, -1.491190], [0.049403, -0.891104, 0.978480], [0.458003, -0.358544, 2.092203], [1.723145, 1.243999, 0.673994], [1.986324, 0.767309, -1.253849], [-0.901633, 1.011033, 0.219993], [-2.134030, -1.063497, -2.421275], [-0.985030, -0.962730, 0.981618], [1.395660, 0.163713, 1.959944], [0.114745, -0.780344, -2.098948], [-0.144371, 0.192093, 2.684323]], "atomic_forces_ev_per_a": [[2.16, 0.16, -2.73], [-1.07, 0.68, 0.85], [0.14, -2.20, -2.83], [2.49, -0.69, -0.06], [-0.71, -0.35, 0.47], [1.73, 0.88, -0.81], [0.19, 0.91, 0.75], [-1.74, -0.36, 1.10], [0.71, -0.35, -1.20], [0.24, 1.70, 2.06], [0.50, -0.44, 0.46], [-1.27, -1.48, 0.51], [-2.64, 1.51, 1.30], [-0.72, 0.03, 0.14]], "nbo_charge": [0.379, -0.175, -0.233, -0.162, -0.259, -0.442, -0.529, 0.167, 0.266, 0.371, 0.365, 0.436, 0.438, 0.377], "homo_lumo_gap_ev": [7.2, 7.7], "de_lowest_kj_mol": 610.2, "total_energy_ev": -10182.96935, "charge": 1, "mol_weight_g_mol": 103.105}